Here is C6H12O4 as an isolated structure at a distorted geometry from the OMol25 dataset. Energies are from ωB97M-V/def2-TZVPD.

XYZ file:
```
22
Properties=species:S:1:pos:R:3:forces:R:3
C 2.99632 3.21986 -2.03321 0.39 0.11 -0.06
C 2.75096 1.72964 -1.80769 -0.82 -1.01 0.16
C 4.04040 0.99291 -1.44623 3.39 1.22 0.50
O 5.16465 1.34160 -1.71851 -3.16 -1.52 0.81
O 3.74731 0.59313 0.31450 -0.34 -0.87 -1.13
C 2.56745 1.33082 0.60256 0.54 -0.23 -0.36
C 1.73200 1.41626 -0.68585 0.14 -0.01 0.19
C 0.58732 2.40641 -0.55342 -0.04 0.19 -0.10
O 1.21784 0.11816 -1.00028 0.07 -0.13 -0.27
H 3.40960 3.70512 -1.13795 -0.08 -0.13 -0.24
H 3.70694 3.35729 -2.85690 -0.10 -0.03 0.28
H 2.06457 3.72852 -2.30792 0.19 -0.22 0.08
H 2.38387 1.27284 -2.73832 0.01 0.10 0.23
H 1.98126 0.86676 1.40787 0.14 0.05 -0.08
H 2.88881 2.33434 0.91253 -0.25 -0.06 0.08
H 0.93976 3.38018 -0.19271 -0.08 -0.18 -0.09
H 0.09685 2.54954 -1.52514 0.01 -0.06 0.28
H -0.15191 2.02930 0.16770 0.17 0.06 -0.20
H 0.71819 -0.23226 -0.25571 -0.02 0.13 0.07
O 3.92874 -0.99221 -1.53960 -1.22 0.93 2.71
H 3.67335 -0.78311 -0.18462 0.71 1.61 -3.01
H 3.02300 -1.18193 -1.85203 0.36 0.06 0.14
```
Forces are in eV/Å.

Summary:
energy relative to the best compared isomer or geometry (same formula, charge and spin): 313.8 kJ/mol
lowest unoccupied orbital energy: 0.018 hartree
orbital gap: 10.46 eV
highest occupied orbital energy: -9.97 eV
net charge: 0
DFT total energy: -536.68562 Eh

---

Here is one molecule with the formula C6H12OS at a distorted geometry from the OMol25 dataset. Energies are from ωB97M-V/def2-TZVPD.

XYZ file:
```
20
Properties=species:S:1:pos:R:3:forces:R:3
C -0.56122 0.69371 -0.15467 -1.24 -0.79 0.86
C -0.33462 -0.49832 0.70645 5.68 -0.71 1.57
C 0.05710 -1.82973 0.14566 -0.60 0.59 0.25
C -0.02375 -0.27413 2.15235 -0.25 0.00 -0.44
C 1.42738 1.05575 -1.62377 -0.22 -0.08 0.03
C -0.07885 0.79379 -1.57946 -0.13 -0.11 -0.07
O -2.87932 0.76145 1.26913 -0.26 1.03 1.63
S -2.25884 -0.02534 0.20203 -3.60 0.53 -4.09
H -0.48118 1.63713 0.38071 -0.09 -0.04 0.17
H 1.13811 -1.89208 0.01510 0.21 -0.09 -0.12
H -0.42528 -2.02503 -0.80750 -0.01 -0.14 -0.25
H -0.24473 -2.60713 0.84522 0.02 -0.19 0.02
H -0.50816 0.63036 2.50704 0.02 0.12 0.19
H 1.05366 -0.17051 2.28719 0.30 0.03 0.22
H -0.36729 -1.11221 2.75738 0.02 -0.08 0.12
H 1.67840 1.92943 -1.02364 0.08 0.03 0.03
H 1.75357 1.23721 -2.64498 0.05 0.01 -0.08
H 1.97303 0.19729 -1.23814 0.11 -0.01 0.07
H -0.31135 -0.11982 -2.12976 -0.04 0.03 -0.08
H -0.60663 1.61818 -2.06634 -0.04 -0.11 -0.02
```
Forces are in eV/Å.

Summary:
energy relative to the best compared isomer or geometry (same formula, charge and spin): 0.0 kJ/mol
spin multiplicity: 3
lowest unoccupied orbital energy (alpha / beta): 0.033 / -0.064 hartree
orbital gap (alpha / beta): 5.69 / 7.72 eV
highest occupied orbital energy (alpha / beta): -4.79 / -9.46 eV
net charge: 0
DFT total energy: -709.06450 Eh